Below is 2 unconnected molecules or ions with the total composition C4H11O3 in a non-equilibrium geometry, with properties calculated with ωB97M-V/def2-TZVPD.

Structure (XYZ):
```
18
Properties=species:S:1:pos:R:3:forces:R:3
C -0.517685 1.037718 0.887534 -1.1 -0.1 1.0
C 0.364907 1.785943 -0.063107 -0.2 -0.6 -1.9
C 1.356035 0.821753 -0.842444 1.4 -0.5 1.2
O 1.249616 -0.538542 -0.565910 -0.5 0.6 -0.1
C -1.638992 0.219731 0.157531 1.4 0.4 -0.1
O -1.163713 -0.254504 -1.065708 -1.4 -0.2 -0.8
H -0.014966 0.272694 1.479726 0.6 0.2 -0.1
H -0.963394 1.703956 1.647438 -0.1 0.0 -0.3
H 0.845021 2.702823 0.270340 0.2 -0.1 0.6
H -0.303011 2.105838 -0.866461 -0.2 0.4 0.0
H 2.387422 1.139202 -0.555051 -0.2 0.2 -0.2
H 1.257427 1.006177 -1.919278 -0.1 0.3 -0.2
H -0.186351 -0.475091 -1.010340 0.7 -0.5 0.6
H -1.822482 -0.596914 0.871950 -0.8 0.0 -0.2
H -2.524826 0.799040 -0.129070 -0.1 0.1 0.7
H 0.282743 -1.999349 0.514935 0.4 -0.7 -0.3
H 0.451839 -1.916267 1.920731 0.1 -0.9 0.1
O 0.324074 -2.637209 1.271080 -0.2 1.6 0.1
```
Positions in Å, forces in eV/Å.

E_LUMO, eV: 4.18
HOMO level, Eh: -0.130
2S+1: 1
Calculated total energy, eV: -10468.6544
Net charge: -1
Frontier orbital gap, eV: 7.72